Record 1
{
  "formula": "C2H4I2N2O",
  "method": "the ωB97M-V functional and the def2-TZVPD basis",
  "spin_multiplicity": 1,
  "gap_ev": 7.71,
  "de_lowest_kcal_mol": 63.9,
  "fmax_ev_per_a": 5.52,
  "total_charge": 0,
  "elements": ["C", "C", "N", "N", "O", "I", "I", "H", "H", "H", "H"],
  "coordinates": [[-0.865874, -1.055947, 0.077347], [-0.492849, 0.216506, 0.632809], [1.653048, 0.014367, -0.411336], [-0.989334, 1.255382, 0.061910], [2.614077, 0.516053, 0.040273], [-0.626117, 3.102659, 0.782300], [1.518456, -0.076662, -2.639912], [0.048418, -1.570916, -0.055215], [-1.563604, -1.453399, 0.892448], [-1.327423, -1.199237, -0.874717], [0.031203, 0.251193, 1.494095]],
  "forces_ev_per_a": [[-1.3, -1.9, 1.6], [-3.0, 3.1, -3.4], [3.2, 1.3, 1.1], [0.2, -0.9, -0.2], [-2.4, -1.2, -1.3], [0.3, 0.3, 0.4], [0.0, 0.1, -0.1], [0.8, -1.5, 0.6], [1.1, -0.4, -1.1], [-0.7, 1.1, -0.6], [1.9, 0.0, 2.9]]
}


Record 2
{
  "formula": "C18H16O5",
  "method": "the ωB97M-V functional and the def2-TZVPD basis",
  "spin_multiplicity": 1,
  "gap_ev": 7.30,
  "de_lowest_kcal_mol": 70.6,
  "fmax_ev_per_a": 3.86,
  "total_charge": 0,
  "smiles": "CC1=C2C=CC3=C(C(=C4CCC(=O)C4=C1)O2)[C@@H](O)[C@H](O)C(O)=C3",
  "elements": ["C", "C", "C", "C", "C", "C", "C", "C", "C", "C", "C", "C", "O", "C", "C", "O", "C", "O", "C", "O", "C", "O", "C", "H", "H", "H", "H", "H", "H", "H", "H", "H", "H", "H", "H", "H", "H", "H", "H"],
  "coordinates": [[4.361195, 2.300320, -1.170835], [3.466481, 1.433015, -0.345153], [2.235221, 0.899143, -0.946998], [1.501686, 1.547294, -1.887247], [0.116319, 1.172072, -2.171686], [-0.764889, 0.584624, -1.244251], [-0.446579, 0.211516, 0.176971], [0.900460, -0.017886, 0.518629], [1.548800, 0.003585, 1.830890], [0.981792, -0.406580, 3.121521], [2.131455, -0.326681, 4.163840], [3.201417, 0.405883, 3.387593], [4.221010, 0.900660, 3.891302], [2.825145, 0.544246, 2.019243], [3.732054, 1.173193, 1.006328], [1.747464, -0.261230, -0.488719], [-1.562794, 0.190316, 1.164767], [-1.713753, 1.463576, 1.769580], [-2.914813, -0.341344, 0.597087], [-2.968674, -1.753889, 0.646773], [-3.157508, 0.025761, -0.860628], [-4.446820, -0.118770, -1.405674], [-2.176247, 0.517081, -1.671857], [4.719246, 1.756476, -2.060786], [5.217973, 2.670683, -0.603387], [3.785561, 3.191675, -1.537463], [1.826149, 2.481796, -2.348860], [-0.358293, 1.453202, -3.114162], [0.568961, -1.432356, 3.099642], [0.141726, 0.318422, 3.321599], [1.793582, 0.182311, 5.076103], [2.457168, -1.321934, 4.455995], [4.618510, 1.576200, 1.437117], [-1.314240, -0.573366, 1.925102], [-2.087095, 2.091208, 1.128225], [-3.707061, 0.034666, 1.211216], [-2.280055, -2.130565, 0.009121], [-5.031692, -0.603897, -0.768586], [-2.530961, 0.797474, -2.694452]],
  "forces_ev_per_a": [[-0.3, 0.6, -0.6], [-0.2, -1.0, 2.4], [1.0, 2.7, -0.7], [-1.5, -0.1, -0.4], [0.1, -0.7, 1.5], [0.7, 0.5, 0.0], [1.9, -0.1, -1.9], [-2.9, 0.5, 1.4], [1.7, 1.0, -0.7], [-1.5, -0.3, 1.1], [-1.1, 0.3, -0.6], [2.3, 1.4, 2.7], [-1.4, -0.9, -0.8], [-0.8, -0.6, -3.7], [-1.9, -0.3, -1.2], [0.8, -1.9, -0.7], [-0.5, -0.5, 0.1], [-0.3, 0.1, 0.2], [1.1, -0.3, -1.8], [1.2, -1.3, -0.6], [0.1, 1.1, -1.0], [0.6, -0.4, 1.6], [-1.6, -0.8, 0.6], [-0.1, 0.2, 0.3], [-0.2, -0.1, 0.0], [0.6, -0.7, 0.3], [0.3, -0.5, 0.1], [0.4, 0.2, 0.3], [-0.1, 0.5, -0.1], [0.7, -0.8, 0.3], [0.5, 0.1, -0.3], [0.2, -0.1, -0.1], [0.6, 0.3, 0.2], [-0.2, 0.8, 0.1], [0.3, -0.3, 0.1], [-0.5, 0.2, 0.5], [-1.4, 0.9, 1.2], [0.9, 0.6, -0.7], [0.8, -0.3, 0.9]]
}


Record 3
{
  "formula": "C5H4O2",
  "method": "the ωB97M-V functional and the def2-TZVPD basis",
  "spin_multiplicity": 1,
  "gap_ev": 7.76,
  "de_lowest_kcal_mol": 116.9,
  "fmax_ev_per_a": 4.80,
  "total_charge": 0,
  "elements": ["C", "C", "C", "C", "C", "O", "O", "H", "H", "H", "H"],
  "coordinates": [[-1.067082, -0.282598, -0.107862], [-0.164056, -1.335218, -0.051814], [-2.345770, 0.004014, -0.141955], [0.123573, 0.869421, 0.011988], [0.983350, -0.389068, 0.323095], [-3.352180, 0.629565, -0.138696], [2.136196, -0.461986, -0.410021], [0.251359, 1.365472, -1.034398], [-0.179957, 1.634367, 0.720374], [1.267982, -0.623140, 1.399380], [2.346581, -1.410831, -0.570088]],
  "forces_ev_per_a": [[2.2, 1.0, 0.4], [0.4, -1.2, 0.0], [-3.6, 3.2, -0.2], [-1.9, -0.1, -1.8], [-0.7, -0.1, 1.1], [2.7, -2.5, 0.0], [1.3, -0.9, -1.2], [0.2, -1.1, 1.9], [0.6, 0.0, 0.3], [-1.0, 0.8, -0.7], [-0.3, 0.9, 0.1]]
}